Record 1
ORCA calculation (ωB97M-V/def2-TZVPD) on 2 unconnected molecules or ions with the total composition CH8NS at a distorted geometry.

The geometry in XYZ format:
```
11
Properties=species:S:1:pos:R:3:forces:R:3:mulliken_charge:R:1
N 0.456 0.486 -2.459 0.9 -0.7 0.6 -0.447
H -0.506 0.799 -2.285 0.0 -0.2 -0.8 0.426
H 0.636 -0.155 -1.649 0.0 0.7 -0.3 0.125
H 1.083 1.290 -2.439 0.0 0.1 0.3 0.394
H 0.717 -0.045 -3.303 -1.0 0.3 -0.1 0.389
C -0.518 0.474 1.960 1.8 0.0 0.7 -0.719
S -0.089 -0.614 0.511 0.1 0.6 0.9 -0.247
H 0.365 0.784 2.583 -0.2 -0.5 -1.1 0.310
H -0.994 -0.177 2.681 -1.0 0.2 -0.3 0.288
H -0.960 1.418 1.673 -0.8 -0.3 0.0 0.306
H 1.123 -0.076 0.328 0.3 -0.2 0.1 0.175
```
Positions in Å, forces in eV/Å.

## Properties
- DFT total energy: -13484.777 eV
- E_LUMO: -4.163 eV
- Max |F|: 1.926 eV/Å
- Molar mass: 66.149 u
- Total charge: +1
- Kohn-Sham gap: 0.3461 Eh

***

Record 2
ORCA calculation (ωB97M-V/def2-TZVPD) on C5H10O2 in the gas phase.

The geometry in XYZ format:
```
17
Properties=species:S:1:pos:R:3:forces:R:3:mulliken_charge:R:1
C 1.835 -0.101 -1.576 0.0 -0.1 0.0 -1.393
C 0.692 0.538 -0.795 0.2 0.1 0.2 0.148
O -0.422 0.760 -1.645 -0.1 -0.2 -0.1 -0.517
C 0.268 -0.219 0.474 0.0 -0.1 0.0 -0.619
C -0.893 0.499 1.120 -0.1 -0.2 0.1 -0.261
C -1.908 -0.076 1.764 0.0 0.4 0.0 -0.115
O -2.058 -1.398 2.076 0.3 -0.1 0.0 -0.535
H 2.745 -0.195 -0.973 -0.2 0.0 0.0 0.356
H 1.555 -1.100 -1.935 0.0 0.1 0.1 0.336
H 2.056 0.523 -2.449 0.0 -0.1 0.2 0.339
H 1.007 1.543 -0.485 -0.1 -0.1 0.0 0.312
H -0.823 -0.099 -1.838 0.0 0.2 0.0 0.345
H -0.033 -1.244 0.202 0.1 0.1 0.0 0.365
H 1.142 -0.327 1.137 -0.2 0.1 -0.1 0.307
H -0.941 1.577 0.971 -0.1 -0.2 0.1 0.269
H -2.775 0.486 2.104 0.2 0.0 -0.1 0.348
H -1.194 -1.827 2.111 -0.1 0.0 -0.2 0.313
```
Positions in Å, forces in eV/Å.

## Properties
- DFT total energy: -9441.312 eV
- E_LUMO: 0.769 eV
- Max |F|: 0.357 eV/Å
- SMILES: C[C@@H](O)C/C=C\O
- Molar mass: 102.133 u
- Total charge: 0
- Kohn-Sham gap: 0.3539 Eh